ORCA calculation (wB97M-V/def2-TZVPD) on a molecular structure, C24H26N2O5S2V.

The geometry in XYZ format:
```
60
Properties=species:S:1:pos:R:3:forces:R:3
V -0.43165 -0.36225 -0.66164 0.2 -2.4 -1.3
S 1.04655 -0.74777 -2.31219 -0.1 0.1 -0.3
S -1.00374 -2.55235 -0.86815 -0.1 -0.2 0.2
O -0.87940 1.03657 1.54991 -0.1 -0.3 -0.1
O -3.67208 1.14978 0.20880 -0.3 -0.4 -0.1
O 0.81803 0.63011 0.15474 -0.4 1.4 0.4
O -0.36902 2.03421 -2.30576 -0.1 0.1 0.1
O -2.06868 0.13414 -1.03280 -1.1 1.2 0.4
N -0.62713 -5.58052 -2.94667 0.0 0.0 0.0
N 2.27154 -3.19908 -4.79903 0.0 0.0 0.0
C 0.32407 2.88173 -1.37555 0.0 0.2 -0.1
C 2.25916 -3.95912 0.26949 0.0 0.1 0.1
C -1.99205 2.56925 -0.73017 0.5 -0.3 0.0
C -0.09264 -1.25035 3.82121 0.1 0.0 -0.1
C -0.38650 -4.50222 -2.63164 0.1 0.3 0.1
C 4.06447 -1.71569 -0.22517 0.0 0.0 0.1
C 1.94899 -0.38638 2.64125 0.0 0.1 0.2
C -1.30684 4.15780 -2.54792 0.1 0.0 0.0
C 4.12741 0.46946 1.69829 -0.1 0.0 -0.1
C 1.59872 -2.84525 -3.93728 -0.2 0.1 0.2
C 2.07712 -2.65285 1.01271 0.1 0.0 -0.1
C -0.18464 1.42821 0.63978 0.8 0.6 0.6
C 0.12338 4.27688 -1.95909 -0.1 0.0 -0.1
C 3.01750 -1.63034 0.86487 0.1 0.0 0.0
C 1.02981 -2.50796 1.93170 -0.1 -0.3 0.2
C 0.01329 -3.61915 2.10438 0.1 0.1 0.0
C -0.11179 -3.14901 -2.21954 -0.3 -0.5 0.0
C -2.68505 1.23816 -0.43767 0.6 0.3 -0.3
C 2.99194 -0.53098 1.72697 0.2 0.0 0.0
C 0.78726 -2.37367 -2.84628 0.5 0.1 -0.4
C -0.51809 2.70098 -0.11246 -0.3 -0.3 -0.1
C -1.64662 2.70021 -2.22817 0.1 0.0 0.1
C 1.84836 0.85476 3.50301 0.0 -0.1 -0.1
C 0.97468 -1.38064 2.75542 -0.1 0.0 0.1
H -0.98922 -3.22401 2.26531 0.0 0.0 0.0
H 0.80712 1.13557 3.65570 0.0 0.0 0.0
H -0.54266 -2.20795 4.06596 0.0 0.0 0.0
H -2.66541 3.33970 -0.36865 0.1 0.1 0.0
H 0.22440 5.06468 -1.21297 0.0 0.0 0.0
H 5.05938 -0.01015 1.40550 0.0 0.0 0.0
H 3.28776 -4.08361 -0.06082 0.0 0.0 0.0
H 0.85411 4.44881 -2.74616 0.0 0.0 0.0
H 4.95886 -2.25680 0.10055 0.0 0.0 0.0
H 2.29366 0.70238 4.49096 0.0 0.0 0.0
H -0.45348 3.53580 0.58337 -0.1 0.0 0.1
H 2.02533 -4.80224 0.91845 0.0 0.0 0.0
H -0.03637 -4.26342 1.23213 0.0 0.0 0.0
H 1.35582 2.56174 -1.27552 0.0 -0.1 0.0
H 3.94195 1.28776 0.99270 0.0 0.0 0.0
H 4.37809 -0.72318 -0.54581 0.0 0.0 0.0
H -1.30601 4.32461 -3.62260 0.0 0.0 0.0
H -2.02086 4.84127 -2.08942 0.0 0.0 0.0
H 0.32919 -0.84254 4.73979 0.0 0.0 0.0
H 4.28793 0.90979 2.68036 0.0 0.0 0.0
H -0.89073 -0.57436 3.50372 0.0 0.0 0.0
H 0.26518 -4.24424 2.96712 0.0 0.0 0.0
H 1.62012 -4.04080 -0.61018 0.0 0.0 0.0
H 2.35282 1.70340 3.04292 0.0 0.0 0.0
H 3.67083 -2.22564 -1.10357 0.0 0.0 0.0
H -2.36419 2.22868 -2.89113 0.1 -0.1 -0.1
```
Positions in Å, forces in eV/Å.

Results
2S+1: 2
⟨S²⟩: 0.792
Orbital gap (spin up / spin down), eV: 6.277 / 6.742
Energy relative to the best compared isomer or geometry (same formula, charge and spin), kJ/mol: 124.4
Electronic energy, Eh: -3156.26124

ORCA calculation (wB97M-V/def2-TZVPD) on a single C20H27N3O2 molecule.

The geometry in XYZ format:
```
52
Properties=species:S:1:pos:R:3:forces:R:3
O 4.73886 0.83167 0.19684 0.2 0.1 0.1
O -1.16804 3.50794 -0.74920 0.1 0.3 -0.1
N -5.28918 -1.10716 0.07794 0.2 -0.1 0.1
N -3.29191 0.88241 0.38970 -0.4 0.0 0.1
N -0.76045 1.55401 0.37571 -0.1 -0.3 0.2
C 5.43122 -2.59476 -0.93036 0.1 0.0 0.0
C 7.25661 -1.76859 0.37953 0.0 0.0 0.0
C -1.54440 2.53623 -0.13187 -0.3 -0.2 0.2
C 2.53688 0.01557 0.81043 0.3 0.1 0.0
C 2.82406 2.11473 -0.32426 0.4 -0.4 0.1
C 3.37172 0.95386 0.21174 -0.5 0.1 0.0
C -3.41205 0.14977 -0.86110 0.0 -0.2 0.0
C 5.32125 -0.39328 0.01629 0.3 -0.4 -0.1
C -6.85884 -2.19337 -1.59537 0.2 0.2 0.2
C 1.17476 0.23363 0.84954 -0.1 0.2 -0.1
C -3.01939 2.29471 0.20288 0.0 0.1 -0.1
C -3.99181 -1.23634 -0.56762 0.1 0.3 -0.2
C -6.38540 -0.93342 -0.86126 -0.2 0.0 -0.1
C -5.52460 -2.09280 1.12096 -0.1 0.0 0.2
C -6.73567 -1.74635 1.98047 0.2 -0.1 -0.2
C 6.68117 -2.78403 -0.36655 0.1 -0.1 0.0
C 1.46245 2.33551 -0.27943 -0.2 0.0 0.0
C 0.62151 1.39042 0.30332 0.4 0.1 -0.1
C 4.74924 -1.40574 -0.74730 -0.1 0.3 0.0
C 6.58368 -0.57795 0.57342 -0.3 0.2 0.0
H -5.63894 -3.11312 0.71831 0.1 0.0 0.0
H -7.22724 -0.49886 -0.31624 0.0 0.1 -0.1
H -4.05432 0.68233 -1.58128 0.1 0.0 0.0
H 1.04012 3.23353 -0.69791 0.0 0.0 0.0
H -2.42164 0.04894 -1.31566 -0.1 0.0 -0.1
H 0.52971 -0.49796 1.31550 -0.1 -0.1 0.1
H 3.78117 -1.25451 -1.20250 0.0 0.0 0.0
H -4.16658 0.74764 0.89173 0.1 0.0 0.0
H 3.48311 2.84190 -0.77163 0.1 0.1 -0.1
H 7.20667 -3.71546 -0.51300 0.0 -0.1 0.0
H -4.63839 -2.08988 1.76239 0.0 -0.1 -0.1
H 4.98146 -3.37642 -1.52489 0.0 -0.1 0.0
H -6.06198 -0.19618 -1.59955 -0.1 0.1 0.1
H -3.62565 2.76293 -0.58832 0.2 0.0 0.1
H 2.95714 -0.87725 1.25009 0.0 0.0 0.0
H -7.66664 -1.89296 1.43996 -0.1 0.0 0.0
H -7.31673 -2.89999 -0.90796 -0.1 -0.1 0.0
H -3.31061 -1.74899 0.11436 0.0 0.0 0.0
H -6.67859 -0.71034 2.30456 0.0 0.1 0.1
H -6.02987 -2.68693 -2.09805 0.0 -0.1 -0.1
H -6.74998 -2.38591 2.85954 -0.1 -0.1 0.1
H 8.23467 -1.90532 0.81640 0.1 0.0 0.0
H 7.01840 0.22394 1.14955 0.0 0.1 0.1
H -1.28856 0.81232 0.82836 0.0 0.2 -0.1
H -4.03390 -1.81709 -1.49967 0.0 0.0 0.1
H -7.59712 -1.91820 -2.34402 -0.1 0.0 -0.1
H -3.22226 2.82459 1.13840 0.0 0.0 -0.1
```
Positions in Å, forces in eV/Å.

Results
Orbital gap, eV: 8.588
Energy relative to the best compared isomer or geometry (same formula, charge and spin), kJ/mol: 161.2
Structure (SMILES): CCN(CC)CCNCC(=O)Nc1ccc(Oc2ccccc2)cc1
Electronic energy, Eh: -1093.05909

Max |F| for every record listed, in sequence, given in Eh/bohr: 0.0533, 0.0107.